(1)
{"formula": "C12H22Br10Cl6", "method": "ωB97M-V with the def2-TZVPD basis set", "s2": 0.753, "spin_multiplicity": 2, "total_charge": -1, "homo_lumo_gap_ha": [0.089, 0.312], "symbols": ["Br", "C", "C", "Br", "H", "H", "H", "H", "Br", "C", "C", "Br", "H", "H", "H", "H", "Br", "C", "C", "Br", "H", "H", "H", "H", "Br", "C", "C", "Br", "H", "H", "H", "H", "Br", "C", "C", "Br", "H", "H", "H", "H", "C", "Cl", "Cl", "Cl", "H", "C", "Cl", "Cl", "Cl", "H"], "xyz": [[3.44041, -21.69740, 12.50217], [3.67907, -21.34991, 10.55563], [4.75287, -20.24675, 10.31029], [4.95526, -19.96782, 8.38933], [2.69166, -21.11714, 10.15695], [3.93233, -22.27887, 10.04476], [5.69098, -20.44449, 10.82890], [4.43987, -19.32339, 10.79766], [1.75399, -24.55094, 3.02362], [0.42931, -23.52618, 4.09568], [-0.17511, -24.41694, 5.18039], [-1.57680, -23.34405, 6.05562], [-0.27969, -23.18447, 3.34158], [0.93397, -22.62817, 4.45204], [0.51518, -24.83929, 5.91061], [-0.75438, -25.24701, 4.77598], [3.62323, -28.17946, 9.03544], [4.82725, -26.85951, 8.03252], [5.90058, -27.65182, 7.29656], [6.81795, -26.37648, 6.10761], [5.18876, -26.02554, 8.63412], [4.22346, -26.35678, 7.27700], [5.43881, -28.36119, 6.60979], [6.63554, -28.09036, 7.97158], [0.74489, -20.28212, 8.31301], [0.33593, -19.23449, 6.69626], [1.04147, -17.95716, 6.83584], [0.56889, -16.87509, 5.16764], [-0.71496, -19.01161, 6.51171], [0.68628, -19.77532, 5.81714], [2.11375, -18.15213, 6.85320], [0.73718, -17.40054, 7.72223], [5.39682, -20.74526, 1.51155], [7.13704, -20.62684, 2.49454], [7.68300, -19.26388, 2.25253], [9.41839, -19.07923, 3.13438], [7.83968, -21.36340, 2.10483], [7.08917, -20.82715, 3.56492], [7.02856, -18.47587, 2.62513], [7.70751, -18.95577, 1.20727], [4.33129, -22.58864, 5.68076], [5.34793, -23.08674, 4.30185], [3.45005, -23.94587, 6.27461], [3.15371, -21.28353, 5.12627], [5.04443, -22.16685, 6.38902], [8.13004, -22.58381, 8.25379], [8.35085, -20.90144, 7.65454], [8.70308, -23.77042, 6.99818], [6.44866, -22.85034, 8.80781], [8.78367, -22.57005, 9.12597]], "forces_ev_per_angstrom": [[0.183, 0.159, -0.824], [0.478, 0.248, -0.373], [-1.098, -0.391, 0.958], [-0.264, 0.392, 0.616], [0.158, 0.543, 0.318], [0.473, -0.107, 0.464], [0.176, -0.617, -0.720], [-0.359, 0.172, -0.519], [-0.360, 0.263, 0.427], [0.299, -0.336, -0.365], [-0.522, 0.193, -0.641], [0.345, -0.082, 0.170], [-0.243, -0.327, 0.308], [0.133, -0.416, 0.305], [0.039, 0.568, -0.006], [0.273, 0.120, -0.252], [0.869, 1.110, -0.537], [-0.292, -0.257, -0.757], [-0.343, 0.570, 0.015], [-0.120, -0.375, 0.321], [0.119, -0.584, 0.644], [-0.417, -0.466, 0.174], [0.187, -0.149, 0.390], [-0.096, -0.037, -0.273], [-0.517, 0.194, -0.611], [-0.623, -0.558, -0.556], [0.754, 0.939, -0.468], [0.452, -0.513, 1.138], [-0.213, -0.629, 0.693], [0.139, -0.228, 0.324], [0.017, 0.539, -0.190], [-0.022, 0.171, -0.356], [0.910, -0.094, 0.708], [0.355, -0.299, -0.255], [-0.539, 1.449, -0.252], [-0.319, 0.003, -0.338], [-0.431, -0.156, -0.338], [-0.807, -0.005, -0.118], [0.087, -0.207, 0.724], [0.759, -0.625, -0.154], [0.371, 0.745, -1.226], [-0.255, 0.061, 0.192], [-0.251, -0.214, 0.559], [0.788, -0.506, 0.397], [-0.499, -0.042, 0.351], [1.435, 0.936, 0.317], [0.191, 1.510, -0.590], [0.869, -1.124, -0.955], [-2.346, -0.908, 1.013], [0.079, -0.630, 0.147]], "lowdin_spin": [0.01, 0.02, 0.00, 0.01, 0.00, 0.02, 0.00, 0.00, 0.00, 0.00, 0.00, 0.00, 0.00, 0.00, 0.00, 0.00, 0.01, 0.00, 0.00, 0.02, 0.00, 0.00, 0.00, 0.00, 0.00, 0.00, 0.00, 0.00, 0.00, 0.00, 0.00, 0.00, 0.00, 0.00, 0.00, 0.00, 0.00, 0.00, 0.00, 0.00, 0.00, 0.01, 0.01, 0.00, 0.00, 0.23, 0.16, 0.24, 0.24, 0.02]}



(2)
{"formula": "C3H7N3", "method": "ωB97M-V with the def2-TZVPD basis set", "relative_energy_kj_mol": 524.7, "homo_lumo_gap_ha": 0.376, "symbols": ["C", "N", "N", "N", "H", "H", "H", "H", "H", "C", "C", "H", "H"], "xyz": [[1.66389, -0.28558, 1.49287], [-0.17393, 1.59079, -0.85330], [0.34971, 0.75198, -0.03884], [1.33877, 0.88703, 0.71357], [0.28193, 2.49728, -0.87641], [-1.22655, 0.72051, -1.36984], [0.97091, -1.11891, 1.32110], [2.67733, -0.60346, 1.24292], [1.65025, -0.01905, 2.55092], [-1.85907, -0.41626, -1.30030], [-2.45816, -1.46267, -1.38399], [-2.94946, -2.39967, -1.35308], [-0.26561, -0.14199, -0.14563]], "forces_ev_per_angstrom": [[-0.063, -0.203, 0.075], [0.190, 0.500, -0.078], [-0.828, -0.500, -0.530], [-0.116, 0.166, -0.155], [0.253, -0.159, 0.242], [-1.293, -1.929, 0.191], [0.056, 0.031, 0.028], [-0.035, -0.028, 0.016], [-0.009, -0.048, -0.029], [0.612, 1.446, -0.633], [0.362, 0.300, 0.375], [-0.187, -0.181, -0.120], [1.058, 0.604, 0.617]], "lowdin_charge": [-0.11, 0.01, -0.20, -0.02, 0.09, 0.04, 0.08, 0.07, 0.07, -0.11, -0.03, -0.01, 0.13]}